A single C6H9FN2O molecule in a non-equilibrium geometry, computed with ωB97M-V with the def2-TZVPD basis set.

Geometry as ORCA input:
```
! wB97M-V def2-TZVPD RIJCOSX def2/J DEFGRID3
* xyz 0 1
C 1.159 -1.809 0.030
C 1.303 -3.026 0.486
C -0.300 -1.368 0.144
C 0.195 0.998 0.297
C 2.191 -0.750 -0.392
C -2.114 0.168 0.006
N -0.664 -0.041 0.088
N -0.237 2.273 0.275
O -1.197 -2.150 -0.074
F 2.359 -3.829 0.334
H 0.488 -3.681 0.765
H 2.022 0.120 0.338
H 1.773 -0.367 -1.469
H 3.277 -0.888 -0.532
H -2.338 1.004 -0.681
H -2.681 -0.800 -0.174
H -2.358 0.584 1.027
H 0.374 3.025 0.559
H -1.151 2.525 -0.053
*
```

The value obtained for the largest force on an atom is 2.8 eV Å⁻¹. The value obtained for the energy relative to the best compared isomer or geometry (same formula, charge and spin) is 61.2 kcal/mol. As for the gap between HOMO and LUMO: 8.828 eV.


A molecular structure, C35H25N11ReS, computed with ωB97M-V with the def2-TZVPD basis set.

Geometry as ORCA input:
```
! wB97M-V def2-TZVPD RIJCOSX def2/J DEFGRID3
* xyz 2 4
Re -0.945 0.540 -0.527
C -3.987 -1.441 -3.048
C -3.143 -0.466 -2.545
N -2.575 -0.599 -1.343
C -2.894 -1.693 -0.613
C -3.706 -2.674 -1.162
N -4.242 -2.557 -2.371
C -2.314 -1.734 0.743
C -2.661 -2.602 1.745
C -2.075 -2.473 3.015
C -1.178 -1.427 3.220
C -0.861 -0.572 2.182
N -1.403 -0.750 0.954
C -0.007 0.612 2.257
C 0.681 1.014 3.395
N 1.410 2.118 3.444
C 1.468 2.846 2.328
C 0.815 2.472 1.172
N 0.061 1.356 1.117
C -2.426 -3.396 4.114
C -1.471 -3.788 5.044
C -1.850 -4.646 6.066
N -3.090 -5.113 6.208
C -4.000 -4.734 5.310
C -3.718 -3.885 4.250
H -4.454 -1.327 -4.018
H -2.899 0.424 -3.110
H -3.917 -3.586 -0.616
H -3.381 -3.389 1.559
H -0.766 -1.259 4.206
H 0.640 0.417 4.298
H 2.063 3.751 2.354
H 0.906 3.055 0.267
H -0.439 -3.467 4.961
H -1.126 -4.976 6.802
H -5.002 -5.124 5.449
H -4.510 -3.591 3.570
C 0.603 0.769 -4.780
C 0.137 0.949 -3.374
N -0.050 -0.017 -2.532
N 0.068 -1.283 -3.038
C 0.403 -2.270 -2.291
N 0.220 -3.523 -2.745
S 1.120 -2.287 -0.649
C -0.207 2.285 -2.876
C 0.038 3.443 -3.599
C -0.392 4.661 -3.104
C -1.070 4.687 -1.892
C -1.250 3.507 -1.204
N -0.816 2.318 -1.670
H 0.509 -0.269 -5.077
H 0.026 1.397 -5.458
H 1.655 1.053 -4.873
H -0.138 -3.653 -3.678
H 0.646 -4.312 -2.289
H 0.557 3.383 -4.546
H -0.210 5.575 -3.655
H -1.447 5.612 -1.476
H -1.753 3.491 -0.245
N 7.898 4.531 -0.255
C 7.013 3.800 -0.297
C 5.906 2.874 -0.348
C 5.473 2.252 0.822
C 4.440 1.335 0.769
C 3.833 1.030 -0.454
C 4.263 1.669 -1.618
C 5.292 2.590 -1.564
C 2.814 0.021 -0.507
C 1.941 -0.809 -0.583
H 5.950 2.488 1.764
H 4.106 0.838 1.672
H 3.792 1.435 -2.565
H 5.629 3.087 -2.464
*
```

The value obtained for the largest force on an atom is 0.7 eV Å⁻¹. As for the expectation value of S²: 3.786. As for the gap between HOMO and LUMO (alpha / beta): 6.197 / 6.070 eV.


A single C17H23NO molecule, computed with ωB97M-V with the def2-TZVPD basis set.

Geometry as ORCA input:
```
! wB97M-V def2-TZVPD RIJCOSX def2/J DEFGRID3
* xyz 0 1
O -0.343 3.389 1.573
C -1.273 2.339 1.737
H -1.040 1.762 2.644
C -1.246 1.422 0.498
N -0.214 0.411 0.454
C -0.398 -0.685 1.387
C -1.303 -1.760 0.779
H -2.266 -1.306 0.533
C -0.700 -2.432 -0.470
H -1.309 -2.248 -1.354
H 0.309 -2.076 -0.669
C -0.713 -3.935 -0.102
C 0.303 -4.093 0.999
C -0.196 -3.517 2.085
H 0.269 -3.392 3.046
C -1.551 -2.967 1.724
H -2.217 -2.750 2.557
C -2.011 -4.019 0.709
H -2.896 -3.726 0.146
H -2.167 -5.000 1.157
H 1.272 -4.538 0.866
H -0.608 -4.607 -0.951
H -0.829 -0.358 2.347
H 0.575 -1.132 1.603
C 1.128 0.965 0.388
C 1.334 1.695 -0.914
C 1.916 2.953 -0.949
C 2.111 3.603 -2.155
C 1.721 3.003 -3.340
C 1.132 1.749 -3.312
C 0.942 1.099 -2.107
H 0.475 0.126 -2.076
H 0.822 1.278 -4.234
H 1.870 3.512 -4.281
H 2.565 4.584 -2.170
H 2.208 3.430 -0.025
H 1.836 0.130 0.430
H 1.351 1.642 1.226
H -2.212 0.917 0.425
H -1.122 2.064 -0.377
H -2.288 2.747 1.846
H -0.424 4.003 2.310
*
```

The value obtained for the largest force on an atom is 0.6 eV Å⁻¹. The value obtained for the energy relative to the best compared isomer or geometry (same formula, charge and spin) is 43.5 kcal/mol. As for the SMILES: OCCN(Cc1ccccc1)C[C@H]1C[C@H]2C=C[C@@H]1C2. As for the gap between HOMO and LUMO: 8.975 eV.


A single C4H6N2O molecule, computed with ωB97M-V with the def2-TZVPD basis set.

Geometry as ORCA input:
```
! wB97M-V def2-TZVPD RIJCOSX def2/J DEFGRID3
* xyz 0 1
C -2.252 -0.242 -0.298
O -1.266 -0.841 0.522
C 0.002 -0.462 0.338
C 0.505 0.679 -0.480
N 1.767 0.800 -0.324
C 2.125 -0.270 0.600
N 0.965 -1.056 0.928
H -2.338 0.835 -0.109
H -3.189 -0.731 -0.029
H -2.041 -0.420 -1.359
H -0.070 1.330 -1.135
H 2.935 -0.869 0.170
H 2.499 0.166 1.534
*
```

The value obtained for the largest force on an atom is 0.4 eV Å⁻¹. The value obtained for the energy relative to the best compared isomer or geometry (same formula, charge and spin) is 38.5 kcal/mol. As for the SMILES: COC1=NCN=C1. As for the gap between HOMO and LUMO: 10.566 eV.


A single C3H6N2O2 molecule in a non-equilibrium geometry, computed with ωB97M-V with the def2-TZVPD basis set.

Geometry as ORCA input:
```
! wB97M-V def2-TZVPD RIJCOSX def2/J DEFGRID3
* xyz 0 1
C -1.007 0.365 0.322
C -0.854 -0.195 -1.043
C 0.501 0.371 0.877
N 0.911 -0.815 1.428
N 0.276 0.323 -1.684
O -1.364 -1.235 -1.434
O 1.124 1.407 1.031
H 0.395 -1.669 1.262
H 1.714 -0.768 2.042
H 0.677 1.239 -1.512
H 0.610 -0.180 -2.496
H -1.313 1.412 0.278
H -1.671 -0.255 0.929
*
```

The value obtained for the largest force on an atom is 2.7 eV Å⁻¹. The value obtained for the energy relative to the best compared isomer or geometry (same formula, charge and spin) is 14.3 kcal/mol. As for the SMILES: NC(=O)CC(N)=O. As for the gap between HOMO and LUMO: 10.683 eV.


A molecular structure, C5H9NO3 in a non-equilibrium geometry, computed with ωB97M-V with the def2-TZVPD basis set.

Geometry as ORCA input:
```
! wB97M-V def2-TZVPD RIJCOSX def2/J DEFGRID3
* xyz 0 1
C -0.778 0.384 0.142
C 1.390 -0.641 -0.202
C -0.508 0.969 1.506
C 2.262 -0.749 -1.450
N 0.052 -0.350 -0.593
C -2.556 -0.537 0.310
O -1.125 1.284 -0.865
O -3.244 0.118 -0.440
O -2.530 -1.321 1.195
H -2.141 1.395 -0.700
H 1.804 0.059 0.533
H 1.311 -1.626 0.293
H -1.374 1.545 1.829
H 0.361 1.627 1.499
H -0.343 0.157 2.214
H 1.866 -1.507 -2.121
H 3.283 -1.015 -1.178
H 2.271 0.205 -1.973
*
```

The value obtained for the largest force on an atom is 5.6 eV Å⁻¹. The value obtained for the energy relative to the best compared isomer or geometry (same formula, charge and spin) is 95.0 kcal/mol. As for the gap between HOMO and LUMO (alpha / beta): 8.031 / 8.027 eV.


A single C5H8O2 molecule, computed with ωB97M-V with the def2-TZVPD basis set.

Geometry as ORCA input:
```
! wB97M-V def2-TZVPD RIJCOSX def2/J DEFGRID3
* xyz 0 1
C 1.991 -0.218 -0.298
C 0.339 0.336 1.643
O 0.937 0.689 0.064
C -0.392 0.154 0.386
C -1.567 0.878 -0.260
O -2.027 -0.342 -0.859
C -0.951 -1.097 -0.286
H 2.433 -0.621 0.612
H 1.613 -1.027 -0.925
H 2.711 0.374 -0.865
H 0.126 1.373 1.962
H -2.292 1.289 0.454
H -1.292 1.642 -0.997
H -0.333 -1.574 -1.056
H -1.296 -1.857 0.424
*
```

The value obtained for the largest force on an atom is 0.4 eV Å⁻¹. The value obtained for the energy relative to the best compared isomer or geometry (same formula, charge and spin) is 137.3 kcal/mol. As for the gap between HOMO and LUMO: 9.290 eV.


A molecular structure, CH5N3O in a non-equilibrium geometry, computed with ωB97M-V with the def2-TZVPD basis set.

Geometry as ORCA input:
```
! wB97M-V def2-TZVPD RIJCOSX def2/J DEFGRID3
* xyz 0 1
C 0.102 0.598 0.035
H 2.712 -0.867 -0.378
H 2.501 0.792 -0.190
H 0.540 1.595 0.056
H -1.685 1.274 -0.484
H -2.440 -0.818 0.931
N 2.170 -0.175 0.107
N 0.838 -0.444 -0.034
N -1.239 0.563 0.070
O -1.827 -0.646 -0.143
*
```

The value obtained for the largest force on an atom is 6.2 eV Å⁻¹. The value obtained for the energy relative to the best compared isomer or geometry (same formula, charge and spin) is 92.1 kcal/mol. As for the gap between HOMO and LUMO: 8.267 eV.


A single C4H4 molecule in a non-equilibrium geometry, computed with ωB97M-V with the def2-TZVPD basis set.

Geometry as ORCA input:
```
! wB97M-V def2-TZVPD RIJCOSX def2/J DEFGRID3
* xyz 0 1
C 1.258 0.683 -0.055
C 1.289 -0.680 0.040
C -0.012 -0.015 -0.017
C -1.325 0.006 0.012
H 1.701 1.572 0.129
H 1.816 -1.514 0.147
H -2.014 -0.763 -0.116
H -1.877 0.840 0.173
*
```

The value obtained for the largest force on an atom is 7.1 eV Å⁻¹. The value obtained for the energy relative to the best compared isomer or geometry (same formula, charge and spin) is 36.5 kcal/mol. As for the SMILES: C=C1C=C1. As for the gap between HOMO and LUMO: 9.192 eV.


A gas-phase ion, CH4N3 (charge +1) in a non-equilibrium geometry, computed with ωB97M-V with the def2-TZVPD basis set.

Geometry as ORCA input:
```
! wB97M-V def2-TZVPD RIJCOSX def2/J DEFGRID3
* xyz 1 1
C 0.242 -0.647 0.018
N -2.175 0.284 0.018
N -1.248 -0.314 -0.001
N 0.866 0.576 -0.001
H 0.321 -1.123 -0.923
H 0.241 -1.065 0.971
H 0.904 1.135 -0.965
H 0.850 1.153 0.883
*
```

The value obtained for the largest force on an atom is 5.2 eV Å⁻¹. The value obtained for the energy relative to the best compared isomer or geometry (same formula, charge and spin) is 42.7 kcal/mol. As for the SMILES: N#[N+]CN. As for the gap between HOMO and LUMO: 10.736 eV.


A gas-phase ion, C4H10NS (charge -1) in a non-equilibrium geometry, computed with ωB97M-V with the def2-TZVPD basis set.

Geometry as ORCA input:
```
! wB97M-V def2-TZVPD RIJCOSX def2/J DEFGRID3
* xyz -1 1
C -0.590 0.684 -0.231
C -1.060 1.994 0.446
S -2.836 2.193 0.134
C 0.862 0.266 0.187
N 1.277 -0.956 -0.518
C 0.522 -2.206 -0.198
H -1.347 -0.155 0.087
H -0.810 0.720 -1.356
H -0.572 2.843 -0.099
H -0.871 2.153 1.477
H 1.474 1.037 -0.078
H 0.941 0.130 1.285
H 2.276 -1.144 -0.417
H -0.084 -2.233 0.704
H 1.073 -3.063 -0.318
H -0.255 -2.264 -1.105
*
```

The value obtained for the largest force on an atom is 5.4 eV Å⁻¹. The value obtained for the energy relative to the best compared isomer or geometry (same formula, charge and spin) is 25.4 kcal/mol. As for the SMILES: CNCCC[S-]. As for the gap between HOMO and LUMO: 5.584 eV.


A molecular structure, C11H26O11S2V in a non-equilibrium geometry, computed with ωB97M-V with the def2-TZVPD basis set.

Geometry as ORCA input:
```
! wB97M-V def2-TZVPD RIJCOSX def2/J DEFGRID3
* xyz -1 1
O -1.322 -4.872 25.907
V -1.110 -3.336 26.224
O -1.990 -2.562 25.138
C 2.512 -4.322 24.415
C 1.439 -3.246 24.312
C 0.389 -3.612 23.235
O 0.826 -2.946 25.501
H 2.063 -5.202 24.883
H 3.425 -3.986 24.911
H 2.868 -4.605 23.416
H 1.938 -2.363 23.858
H 0.816 -3.727 22.231
H -0.426 -2.897 23.195
H 0.045 -4.617 23.502
C -1.869 -3.719 30.232
C -1.767 -3.284 28.787
O -2.650 -3.494 27.926
O -0.614 -2.952 28.376
H -2.517 -3.092 30.844
H -0.856 -3.718 30.625
H -2.262 -4.735 30.273
O -1.817 -9.207 27.071
S -1.407 -8.647 25.818
O -2.099 -7.639 25.099
O 0.133 -8.246 25.923
C 0.889 -8.603 27.095
C 0.855 -7.493 28.120
C -1.277 -9.988 24.626
H 1.905 -8.772 26.729
H 0.580 -9.597 27.422
H 0.026 -7.671 28.806
H 0.882 -6.485 27.716
H 1.746 -7.567 28.755
H -1.020 -10.888 25.186
H -0.428 -9.800 23.975
H -2.205 -10.111 24.081
O -6.293 -2.340 21.977
S -6.429 -3.744 21.749
O -6.095 -4.247 20.454
O -5.592 -4.596 22.787
C -5.927 -4.444 24.193
C -4.664 -4.562 25.022
C -8.111 -4.261 22.145
H -6.652 -5.228 24.424
H -6.340 -3.451 24.386
H -4.093 -5.454 24.762
H -4.961 -4.549 26.069
H -3.971 -3.754 24.788
H -8.674 -4.138 21.225
H -8.426 -3.571 22.924
H -8.070 -5.289 22.487
*
```

The value obtained for the largest force on an atom is 2.5 eV Å⁻¹. The value obtained for the energy relative to the best compared isomer or geometry (same formula, charge and spin) is 6.2 kcal/mol. As for the gap between HOMO and LUMO: 7.499 eV.